Entry 1:
{
  "formula": "C5H5NO",
  "method": "wB97M-V/def2-TZVPD",
  "species": ["O", "N", "C", "C", "C", "C", "C", "H", "H", "H", "H", "H"],
  "positions_angstrom": [[1.56, 0.31, 1.55], [-1.43, 1.67, -0.07], [-1.14, -1.81, 0.90], [-0.51, 1.18, -0.68], [0.48, 0.80, -1.45], [1.18, -0.51, 0.75], [-0.11, -1.19, 0.82], [1.87, -1.02, 0.04], [-1.56, 1.57, 0.93], [-2.02, -2.38, 0.90], [0.40, -0.11, -2.02], [1.28, 1.48, -1.68]],
  "homo_lumo_gap_ev": 9.42,
  "homo_ev": -9.140,
  "multiplicity": 1,
  "energy_ev": -8799.275,
  "smiles": "C#CC=O.C=C=N",
  "relative_energy_kj_mol": 399.8
}


Entry 2:
{
  "formula": "C2H6N2O2",
  "method": "wB97M-V/def2-TZVPD",
  "species": ["O", "O", "N", "N", "C", "C", "H", "H", "H", "H", "H", "H"],
  "positions_angstrom": [[3.02, 1.10, -0.25], [0.49, 0.88, -1.03], [-0.63, -1.04, -0.56], [-1.70, 0.99, -0.49], [-0.54, 0.31, -0.71], [2.22, 0.40, 0.15], [-2.59, 0.52, -0.49], [-1.71, 1.96, -0.77], [1.42, -0.87, 2.04], [1.16, -1.30, 2.65], [-1.39, -1.43, -0.04], [0.26, -1.51, -0.47]],
  "homo_lumo_gap_ev": 10.59,
  "homo_ev": -9.860,
  "multiplicity": 1,
  "energy_ev": -9245.950,
  "relative_energy_kj_mol": 131.9
}


Number 1: maximum force 1.4 eV/Å. Number 2: maximum force 1.6 eV/Å.